[1]
Density functional theory data (the ωB97M-V functional and the def2-TZVPD basis) for a molecular structure, C36H73AgO19S7 at a distorted geometry.

The geometry in XYZ format:
```
136
Properties=species:S:1:pos:R:3:mulliken_charge:R:1
Ag 1.380 -0.321 2.101 1.04
O 0.909 0.462 0.205 1.15
H -0.077 0.540 0.204 -1.25
O -0.118 5.079 -1.517 -0.64
C 0.201 4.336 -2.423 0.34
O -0.571 3.909 -3.372 -0.09
C -1.859 4.546 -3.586 -0.11
C -1.683 5.622 -4.591 -1.48
C 1.583 3.621 -2.482 -0.27
H -2.201 4.929 -2.653 0.36
H -2.552 3.800 -3.966 0.31
H -1.058 5.241 -5.385 0.30
H -1.119 6.425 -4.142 0.34
H -2.610 6.005 -5.019 0.42
H 1.438 2.601 -2.092 -0.43
H 2.256 4.136 -1.841 0.46
H 1.833 3.532 -3.528 0.53
O 2.278 -0.951 -3.257 -0.47
C 2.143 0.179 -3.738 0.96
O 1.037 0.688 -4.205 -0.23
C -0.181 -0.102 -3.871 0.44
C -1.319 0.737 -4.363 -0.92
C 3.235 1.219 -4.065 -1.31
H -0.181 -0.212 -2.756 -0.21
H -0.104 -1.114 -4.247 0.31
H -1.181 1.035 -5.403 0.42
H -1.381 1.666 -3.733 -0.17
H -2.223 0.225 -4.264 0.22
H 3.504 1.760 -3.099 0.00
H 2.749 1.961 -4.723 0.38
H 3.971 0.589 -4.471 0.59
C -1.994 -3.726 3.165 -1.03
C -3.181 -3.349 4.047 -0.61
C -3.805 -2.139 3.361 -0.84
S -2.383 -1.218 2.579 1.44
O -2.020 -0.084 3.354 -0.86
O -2.655 -1.001 1.183 -0.55
C -1.153 -2.509 2.683 0.83
H -2.344 -4.335 2.373 0.43
H -1.346 -4.372 3.748 0.44
H -2.781 -3.052 5.016 0.31
H -4.019 -4.146 4.243 0.29
H -4.349 -1.420 4.028 0.42
H -4.327 -2.497 2.507 0.32
H -0.528 -2.278 3.535 -0.02
H -0.611 -2.687 1.780 -0.89
C -4.402 -3.503 -2.207 -0.22
C -5.539 -3.185 -3.130 -0.61
C -4.823 -3.013 -4.449 -0.37
S -3.600 -4.322 -4.531 1.15
O -2.357 -3.817 -5.037 -0.62
O -4.158 -5.495 -5.168 -0.71
C -3.517 -4.606 -2.789 -0.63
H -4.792 -3.701 -1.246 0.51
H -3.805 -2.643 -1.915 -0.01
H -6.024 -2.258 -2.789 0.22
H -6.242 -4.042 -3.134 0.35
H -4.243 -2.070 -4.265 -0.06
H -5.310 -3.043 -5.428 0.50
H -2.542 -4.687 -2.341 0.20
H -4.019 -5.531 -2.715 0.40
C -0.428 3.780 1.370 0.08
C 1.111 4.076 1.234 0.46
C 1.699 4.199 2.621 -0.72
S 0.711 3.175 3.617 0.88
O -0.013 4.055 4.510 -0.78
O 1.477 2.039 4.172 -0.49
C -0.401 2.532 2.364 1.02
H -0.761 3.461 0.373 -0.64
H -1.025 4.598 1.881 0.43
H 1.256 5.017 0.637 0.58
H 1.440 3.195 0.700 -0.69
H 1.748 5.173 3.058 0.42
H 2.693 3.809 2.662 0.31
H -1.298 2.138 2.829 0.63
H 0.161 1.675 1.945 -1.51
C 0.792 -3.347 -2.075 0.34
C 2.121 -4.044 -2.285 -0.81
C 2.495 -4.590 -0.837 -1.06
S 2.045 -3.274 0.163 1.08
O 3.255 -2.460 0.350 -0.70
O 1.222 -3.778 1.315 -0.77
C 1.013 -2.328 -0.901 0.98
H -0.016 -4.150 -1.915 0.03
H 0.469 -2.835 -3.029 -0.16
H 2.781 -3.219 -2.496 0.27
H 2.054 -4.781 -3.071 0.50
H 3.484 -4.866 -0.491 0.49
H 1.786 -5.333 -0.515 0.43
H 1.636 -1.504 -1.276 -0.92
H 0.120 -2.064 -0.355 -0.28
C 4.639 0.576 -1.252 -0.34
C 5.492 -0.257 -0.259 -0.30
C 6.118 0.689 0.815 -1.04
S 4.709 1.636 1.261 0.97
O 5.039 3.036 1.321 -0.75
O 4.054 0.995 2.378 -0.40
C 3.787 1.428 -0.321 1.71
H 3.955 -0.038 -1.801 -0.24
H 5.177 1.170 -1.982 0.36
H 6.224 -0.969 -0.678 0.56
H 4.892 -1.033 0.254 -0.08
H 6.966 1.259 0.421 0.29
H 6.519 0.191 1.693 0.54
H 3.682 2.497 -0.660 0.16
H 2.849 0.859 -0.108 -1.73
C 4.945 -0.895 6.126 -0.88
C 4.041 0.348 5.959 0.00
C 2.573 -0.067 6.132 -0.28
S 2.574 -1.734 5.302 1.16
O 2.134 -1.596 3.954 -0.53
O 1.955 -2.811 6.036 -0.79
C 4.332 -1.982 5.266 -0.67
H 4.925 -1.221 7.170 0.33
H 5.960 -0.707 5.877 0.44
H 4.208 0.689 4.911 -0.23
H 4.287 1.104 6.689 0.50
H 1.890 0.514 5.482 0.01
H 2.129 -0.147 7.140 0.40
H 4.690 -1.826 4.226 0.19
H 4.567 -2.996 5.511 0.49
C -5.246 1.445 1.110 -0.16
C -3.983 2.316 0.960 -0.94
C -3.181 1.726 -0.160 1.18
S -4.403 1.180 -1.389 1.16
O -4.243 -0.254 -1.616 -0.43
O -4.556 2.099 -2.471 -0.71
C -5.836 1.277 -0.267 -1.05
H -5.884 1.802 1.880 0.61
H -4.947 0.450 1.463 -0.27
H -3.467 2.423 1.867 0.45
H -4.366 3.296 0.626 0.37
H -2.665 0.822 0.151 -0.70
H -2.600 2.484 -0.633 -0.25
H -6.305 0.344 -0.429 0.48
H -6.487 2.118 -0.683 0.26
```

The value obtained for the LUMO energy is 0.2 eV. As for the spin multiplicity: 1. As for the HOMO energy: -8.811 eV.

[2]
Density functional theory data (the ωB97M-V functional and the def2-TZVPD basis) for a molecular structure, Cl2N6O18Zr at a distorted geometry.

The geometry in XYZ format:
```
27
Properties=species:S:1:pos:R:3:mulliken_charge:R:1
Zr 0.104 -0.011 0.429 1.96
Cl -0.350 -1.836 2.156 -0.47
Cl 1.718 1.856 -0.493 -0.52
N 1.724 -1.849 -2.082 0.74
O 2.926 -1.649 -2.181 -0.59
O 1.152 -2.576 -2.943 -0.65
O 0.942 -1.504 -1.136 -0.29
N -1.895 1.523 -2.955 0.69
O -3.082 1.653 -2.717 -0.56
O -1.318 1.803 -4.053 -0.71
O -1.102 1.255 -1.958 -0.34
N 3.730 -1.090 0.913 0.68
O 4.366 -0.231 1.562 -0.64
O 2.445 -0.905 0.936 -0.23
O 4.221 -2.045 0.318 -0.63
N -2.911 -1.684 -0.912 0.55
O -1.835 -1.211 -0.513 -0.21
O -3.117 -2.909 -1.051 -0.67
O -3.836 -0.948 -1.364 -0.57
N -2.621 2.025 1.111 0.74
O -1.573 1.279 0.963 -0.42
O -2.694 2.764 2.090 -0.67
O -3.505 1.909 0.275 -0.48
N 1.663 1.124 3.387 0.78
O 1.556 0.311 4.339 -0.63
O 2.565 1.952 3.356 -0.62
O 0.728 0.994 2.523 -0.25
```

The value obtained for the LUMO energy is 9.5 eV. As for the spin multiplicity: 1. The relative energy (zero: lowest compared OMol25 entry of this formula, charge and spin) comes out at 0.0 kJ/mol. As for the net charge: -4. As for the HOMO energy: 2.386 eV.

[3]
Density functional theory data (the ωB97M-V functional and the def2-TZVPD basis) for C6H6OS in the gas phase at a distorted geometry.

The geometry in XYZ format:
```
14
Properties=species:S:1:pos:R:3:mulliken_charge:R:1
C 0.635 1.272 1.416 -0.47
C 1.229 -1.065 0.973 -0.35
C -0.146 0.752 0.360 0.43
C 0.294 -0.635 0.104 0.08
C -1.080 1.377 -0.455 -0.41
C -0.316 -1.172 -1.190 -0.30
O -1.308 -0.473 -1.631 -0.61
S 1.676 0.148 2.113 -0.18
H 0.292 2.273 1.706 0.38
H 1.584 -2.127 1.101 0.37
H -2.077 1.634 -0.184 0.29
H -0.806 1.580 -1.405 0.30
H 0.641 -1.302 -1.793 0.19
H -0.619 -2.264 -1.116 0.28
```

The value obtained for the LUMO energy (alpha / beta) is -1.0 / -1.0 eV. As for the spin multiplicity: 1. The relative energy (zero: lowest compared OMol25 entry of this formula, charge and spin) comes out at 347.3 kJ/mol. As for the HOMO energy (alpha / beta): -8.476 / -8.503 eV.

[4]
Density functional theory data (the ωB97M-V functional and the def2-TZVPD basis) for C2H5IOS in the gas phase at a distorted geometry.

The geometry in XYZ format:
```
10
Properties=species:S:1:pos:R:3:mulliken_charge:R:1
C 0.775 -0.593 -0.523 -0.74
C 0.380 0.197 0.663 -0.55
O -1.130 1.708 -1.191 -0.52
S -1.128 1.218 0.490 0.23
I -2.723 -0.691 0.426 0.05
H -0.142 -0.969 -1.185 0.24
H 1.410 0.073 -1.201 0.25
H 1.426 -1.477 -0.152 0.28
H 1.191 0.893 1.015 0.38
H -0.059 -0.359 1.658 0.37
```

The value obtained for the LUMO energy is -1.4 eV. As for the spin multiplicity: 1. The relative energy (zero: lowest compared OMol25 entry of this formula, charge and spin) comes out at 221.9 kJ/mol. As for the HOMO energy: -9.491 eV.

[5]
Density functional theory data (the ωB97M-V functional and the def2-TZVPD basis) for C2H4N2O in the gas phase at a distorted geometry.

The geometry in XYZ format:
```
9
Properties=species:S:1:pos:R:3:mulliken_charge:R:1
C -0.509 -0.367 1.359 0.04
C -0.221 0.357 0.140 0.59
N -0.891 -0.990 2.257 -0.35
N 0.299 -0.561 -0.879 -0.66
O 0.783 1.387 0.222 -0.55
H -1.123 0.782 -0.252 0.17
H 0.086 -0.348 -1.875 0.22
H -0.002 -1.485 -0.734 0.23
H 1.578 1.226 -0.239 0.31
```

The value obtained for the LUMO energy is 0.6 eV. As for the spin multiplicity: 1. The relative energy (zero: lowest compared OMol25 entry of this formula, charge and spin) comes out at 105.4 kJ/mol. As for the HOMO energy: -10.572 eV. The structure (SMILES) is N#C[C@H](N)O.

[6]
Density functional theory data (the ωB97M-V functional and the def2-TZVPD basis) for a molecular structure, H18KrO9Xe.

The geometry in XYZ format:
```
29
Properties=species:S:1:pos:R:3:mulliken_charge:R:1
Kr 2.868 -3.516 -0.107 0.01
Xe 0.276 -0.985 -0.462 0.02
O -0.232 1.926 2.359 -0.62
H 0.408 1.214 2.352 0.29
H -0.464 2.031 3.282 0.30
O -0.891 2.098 -3.637 -0.68
H -1.199 1.394 -3.066 0.34
H -1.569 2.771 -3.575 0.32
O -3.550 -2.078 -0.488 -0.59
H -3.720 -2.936 -0.877 0.30
H -3.812 -2.173 0.428 0.30
O -0.687 -2.370 2.895 -0.64
H -1.632 -2.282 2.774 0.29
H -0.415 -2.988 2.216 0.30
O 1.396 -0.505 3.693 -0.57
H 2.188 -1.036 3.777 0.30
H 0.757 -1.090 3.286 0.34
O 2.669 -1.289 -3.456 -0.61
H 2.924 -0.863 -2.637 0.30
H 2.157 -0.628 -3.921 0.31
O 1.186 2.735 -1.609 -0.60
H 0.419 2.789 -2.179 0.34
H 1.927 2.912 -2.188 0.29
O -3.120 0.912 -0.935 -0.61
H -3.903 0.868 -1.483 0.31
H -2.866 -0.002 -0.805 0.27
O 3.291 0.856 1.571 -0.59
H 2.497 0.439 1.238 0.24
H 3.096 1.793 1.554 0.32
```

The value obtained for the LUMO energy is -0.3 eV. As for the spin multiplicity: 1. The relative energy (zero: lowest compared OMol25 entry of this formula, charge and spin) comes out at 5.6 kJ/mol. As for the HOMO energy: -10.822 eV.

[7]
Density functional theory data (the ωB97M-V functional and the def2-TZVPD basis) for 2 unconnected molecules or ions with the total composition C32H28BF9O2S at a distorted geometry.

The geometry in XYZ format:
```
73
Properties=species:S:1:pos:R:3:mulliken_charge:R:1
C -3.885 5.567 -3.291 -1.28
C -3.253 4.271 -2.980 0.59
C -3.108 3.220 -3.822 -0.71
C -2.465 2.095 -3.226 -1.10
C -2.121 2.286 -1.942 0.39
B -1.412 1.226 -0.986 1.73
C 0.165 1.478 -0.978 -0.38
C 0.718 2.346 -0.072 -0.88
C 2.077 2.577 -0.082 0.28
C 2.668 3.543 0.925 0.78
F 3.991 3.669 0.694 -0.30
F 2.053 4.734 0.780 -0.26
F 2.449 3.053 2.162 -0.23
C 2.875 1.934 -1.007 -0.81
C 2.312 1.061 -1.917 0.02
C 3.162 0.342 -2.944 0.76
F 3.050 -0.984 -2.726 -0.21
F 2.697 0.655 -4.171 -0.27
F 4.445 0.734 -2.811 -0.30
C 0.953 0.835 -1.898 -0.43
O -1.946 1.381 0.405 -0.70
C -2.773 0.233 0.602 1.64
C -2.793 -0.137 2.087 -1.92
C -4.182 0.582 0.114 -1.95
C -2.105 -0.881 -0.320 2.07
C -0.859 -1.471 0.343 -1.86
C -3.070 -1.997 -0.724 -2.22
O -1.685 -0.164 -1.481 -0.78
S -2.569 3.873 -1.430 -0.32
H -4.229 5.605 -4.326 0.35
H -4.745 5.744 -2.642 0.27
H -3.177 6.384 -3.140 0.28
H -3.456 3.236 -4.844 0.31
H -2.271 1.166 -3.744 0.47
H 0.092 2.844 0.650 0.59
H 3.938 2.114 -1.019 0.65
H 0.513 0.148 -2.600 0.52
H -3.361 -1.049 2.262 0.27
H -1.781 -0.276 2.460 0.32
H -3.243 0.667 2.667 0.49
H -4.881 -0.238 0.275 0.40
H -4.556 1.459 0.638 0.41
H -4.161 0.819 -0.948 0.31
H -1.111 -2.075 1.212 0.45
H -0.320 -2.099 -0.364 0.37
H -0.186 -0.675 0.654 0.05
H -3.458 -2.520 0.149 0.30
H -3.904 -1.595 -1.295 0.48
H -2.561 -2.721 -1.359 0.43
F 2.902 -4.544 -1.745 -0.31
C 2.062 -4.550 -0.685 -0.09
C 1.064 -5.507 -0.610 -0.31
C 0.213 -5.546 0.479 0.01
F -0.760 -6.485 0.550 -0.30
C 0.366 -4.626 1.489 -0.52
C 1.373 -3.637 1.455 0.83
C 1.472 -2.783 2.583 -0.54
C 2.307 -1.687 2.916 1.07
C 2.187 -1.156 4.220 -0.71
C 2.991 -0.132 4.654 -0.72
C 3.940 0.410 3.811 -0.21
C 4.075 -0.072 2.519 -0.09
F 5.038 0.428 1.711 -0.36
C 3.262 -1.088 2.073 -0.12
C 2.212 -3.627 0.325 -0.16
H 0.971 -6.243 -1.388 0.51
H -0.300 -4.691 2.329 0.47
H 0.794 -3.054 3.375 0.28
H 1.456 -1.574 4.891 0.43
H 2.890 0.246 5.658 0.44
H 4.583 1.211 4.136 0.49
H 3.364 -1.369 1.046 0.30
H 3.011 -2.924 0.218 0.54
```

The value obtained for the LUMO energy is -4.4 eV. As for the spin multiplicity: 1. The relative energy (zero: lowest compared OMol25 entry of this formula, charge and spin) comes out at 103.5 kJ/mol. As for the HOMO energy: -6.659 eV.

| no. | electronic energy (eV) |
| --- | --- |
| 1 | -157260.0836 |
| 2 | -72099.0852 |
| 3 | -19197.4691 |
| 4 | -23135.9807 |
| 5 | -7165.3870 |
| 6 | -102611.5023 |
| 7 | -73702.4821 |